Here is 2 unconnected molecules or ions with the total composition C4H13NO2 from the Open Molecules 2025 dataset. Energies are from wB97M-V/def2-TZVPD.

Last columns: bonded neighbours and bond lengths (Å).
Positions of all 20 atoms, in Å:
1 H 1.58 2.19 -0.66  C20 1.150
2 H 1.91 0.14 -1.80  N5 0.949
3 H 1.19 1.16 -2.85  N5 1.053
4 H -0.44 0.29 3.04  C6 1.078
5 N 1.10 0.61 -1.96  H2 0.949, H3 1.053, C20 1.506
6 C -0.76 -0.20 2.13  H4 1.078, C8 1.490, H15 1.113, H17 1.124
7 H -1.52 0.36 0.09  C8 1.075
8 C -0.92 0.68 0.93  C6 1.490, H7 1.075, C9 1.500, O14 1.490
9 C 0.45 1.05 0.47  C8 1.500, H11 1.188, H12 1.216, C20 1.443
10 H -0.14 2.08 -1.44  C20 1.117
11 H 1.11 0.06 0.56  C9 1.188
12 H 0.99 1.48 1.47  C9 1.216
13 H -2.26 1.93 2.02  O14 1.004
14 O -1.50 1.98 1.35  C8 1.490, H13 1.004
15 H -1.56 -0.91 2.42  C6 1.113
16 O 0.28 -4.53 -1.98  H18 0.979, H19 0.959
17 H 0.12 -0.83 1.83  C6 1.124
18 H -0.21 -5.31 -2.31  O16 0.979
19 H -0.08 -3.76 -2.42  O16 0.959
20 C 0.65 1.55 -0.87  H1 1.150, N5 1.506, C9 1.443, H10 1.117

Values from the calculation:
HOMO-LUMO gap = 9.81 eV
HOMO level = -8.919 eV
SMILES string = C[C@@H](O)CCN.O

Here is 3 unconnected molecules or ions with the total composition C4H13NO2 from the Open Molecules 2025 dataset. Energies are from wB97M-V/def2-TZVPD.

Last columns: bonded neighbours and bond lengths (Å).
Positions of all 20 atoms, in Å:
1 H 0.16 -0.64 -0.62  C3 1.044
2 H 0.00 3.42 -0.11  C19 1.170
3 C 0.10 0.10 0.12  H1 1.044, C6 1.678, C8 1.493, H17 1.164
4 H -1.60 0.44 1.70  C6 1.101
5 H 2.94 -1.78 -0.60  O14 0.987
6 C -1.42 0.60 0.62  C3 1.678, H4 1.101, N12 1.479, H20 1.036
7 H -1.17 -3.35 0.40  O16 1.028
8 C 0.73 1.38 -0.32  C3 1.493, H9 1.184, H10 1.170, C19 1.544
9 H 1.45 1.75 0.54  C8 1.184
10 H 1.41 1.45 -1.27  C8 1.170
11 H -1.31 -3.61 -1.14  O16 0.914
12 N -1.65 2.01 0.23  C6 1.479, H18 0.898, C19 1.479
13 H -0.71 2.65 -1.50  C19 1.077
14 O 3.18 -2.20 0.26  H5 0.987, H15 0.981
15 H 2.61 -2.99 0.35  O14 0.981
16 O -0.84 -3.89 -0.41  H7 1.028, H11 0.914
17 H 0.39 -0.33 1.16  C3 1.164
18 H -1.71 2.62 0.88  N12 0.898
19 C -0.42 2.39 -0.49  H2 1.170, C8 1.544, N12 1.479, H13 1.077
20 H -2.13 -0.02 0.20  C6 1.036

Values from the calculation:
HOMO-LUMO gap = 9.52 eV
HOMO level = -8.956 eV
SMILES string = C1CCNC1.O.O

What energy above the lowest of the compared OMol25 structures with the same formula, charge and spin values result from the calculations? In sequence: 2.439 2.532 eV.